1.
19
Properties=species:S:1:pos:R:3:forces:R:3:nbo_charge:R:1 method="wB97M-V/def2-TZVPD" e_above_lowest_kcal_mol=48.9 smiles=Cc1n[nH]c([C@@H](O)CO)n1 homo_energy_ev=-9.67 total_charge=0 gap_ev=10.0
C 1.165 -3.302 0.320 0.43 -0.05 0.30 -0.649
C 0.468 -1.995 0.475 -0.36 0.38 0.30 0.314
N -0.577 -1.825 1.267 -0.25 -0.71 -0.29 -0.294
N -1.034 -0.609 0.919 -0.12 0.24 0.11 -0.345
C -0.246 -0.070 -0.019 -0.07 0.44 1.11 0.312
N 0.762 -0.889 -0.268 -0.51 0.23 -0.86 -0.490
C -0.455 1.312 -0.549 -1.81 0.74 -3.69 0.036
C 0.709 2.260 -0.282 -3.01 -1.44 3.31 -0.064
O 0.412 3.551 -0.632 -3.42 1.27 -1.57 -0.719
H 1.027 -3.694 -0.698 -0.01 0.18 0.28 0.231
H 0.769 -4.029 1.038 0.08 0.22 -0.19 0.234
H 2.244 -3.183 0.488 -0.27 -0.08 -0.07 0.230
H -1.867 -0.212 1.335 0.29 -0.13 -0.04 0.424
H -0.521 1.220 -1.647 -0.26 -0.20 0.11 0.186
H 0.419 2.067 0.866 2.70 1.19 -1.04 0.149
H 1.617 1.877 -0.765 -0.11 0.08 0.90 0.223
O -1.774 2.081 -0.197 2.58 -1.62 0.45 -0.757
H -0.656 3.625 -0.835 3.95 -0.49 1.04 0.495
H -2.459 1.814 -0.816 0.16 -0.26 -0.17 0.484

2.
11
Properties=species:S:1:pos:R:3:forces:R:3:nbo_charge:R:1 method="wB97M-V/def2-TZVPD" e_above_lowest_kcal_mol=73.8 homo_energy_ev="-5.83 / -8.00" total_charge=0 gap_ev="4.2 / 6.2" multiplicity=2
O 1.648 1.389 -0.519 -1.59 1.96 -0.31 -0.963
C 1.346 0.112 -0.526 -0.55 -1.31 -0.30 0.087
C 0.469 -0.451 0.375 0.11 0.27 -0.57 -0.274
H 1.825 -0.505 -1.306 -0.04 0.09 0.41 0.156
Li 0.016 2.239 -0.077 3.24 2.41 6.45 0.885
C -0.700 -1.416 0.424 0.13 -0.36 0.46 -0.470
C -0.641 -0.077 1.115 -1.30 0.81 -0.98 0.304
O -1.476 0.966 1.068 1.82 0.40 -1.20 -0.876
Li -0.537 1.581 -1.069 -1.99 -4.62 -4.05 0.762
H -1.299 -1.499 -0.500 0.11 0.00 0.35 0.179
H -0.651 -2.340 1.015 0.06 0.34 -0.25 0.210

3.
30
Properties=species:S:1:pos:R:3:forces:R:3:nbo_charge:R:1 method="wB97M-V/def2-TZVPD" homo_energy_ev=-11.91 total_charge=+1 gap_ev=8.0
O 2.891 -2.886 0.962 0.44 -0.18 0.14 -0.236
N 3.547 -1.928 1.041 -0.38 0.37 0.08 0.371
O 4.297 -1.738 -0.145 -0.29 -0.22 -0.83 -0.409
C 4.278 -0.351 -0.562 0.08 -0.19 1.06 -0.114
C 2.923 0.274 -0.334 -0.07 -0.28 -0.36 -0.067
C 2.751 1.295 0.589 0.00 0.11 0.16 -0.162
C 1.513 1.859 0.842 -0.29 0.16 -0.10 -0.150
C 0.405 1.390 0.162 0.51 -0.45 -0.27 -0.127
C 0.559 0.362 -0.781 -0.29 -0.18 -0.13 -0.096
C 1.806 -0.200 -1.043 -0.02 0.51 0.15 -0.067
Br 1.999 -1.581 -2.316 0.03 0.11 0.11 0.139
C -0.703 -0.097 -1.441 0.23 0.16 0.49 0.526
O -0.823 -0.373 -2.600 -0.15 -0.37 -0.68 -0.487
C -1.876 -0.160 -0.514 -0.03 -0.05 0.18 -0.014
C -2.780 -1.201 -0.570 -0.40 0.13 0.82 -0.281
C -3.840 -1.191 0.367 0.26 -0.10 0.11 -0.276
C -3.990 -0.160 1.285 0.36 0.06 -0.22 -0.183
C -3.067 0.888 1.312 -0.74 -0.36 0.15 -0.135
C -2.022 0.859 0.428 0.47 0.15 -0.36 -0.123
C -0.960 1.918 0.423 0.20 -0.46 -0.05 0.545
O -1.197 3.075 0.613 -0.19 0.64 0.40 -0.465
H 5.060 0.153 0.002 -0.04 0.38 -0.13 0.205
H 4.502 -0.349 -1.622 0.22 -0.19 -0.10 0.231
H 3.598 1.656 1.154 0.17 -0.07 -0.03 0.235
H 1.376 2.637 1.577 0.14 0.10 0.02 0.242
H -2.622 -2.003 -1.294 0.09 0.11 0.24 0.219
H -4.583 -1.994 0.430 0.41 -0.02 0.05 0.197
H -4.810 -0.185 1.986 -0.06 0.01 0.09 0.238
H -3.178 1.694 2.021 0.08 0.13 0.01 0.251
K -5.055 -1.662 -1.972 -0.72 -0.02 -1.02 0.993

4.
24
Properties=species:S:1:pos:R:3:forces:R:3:nbo_charge:R:1 method="wB97M-V/def2-TZVPD" e_above_lowest_kcal_mol=44.4 smiles="CNC(C)=O.CNC(C)=O" homo_energy_ev=-9.01 total_charge=0 gap_ev=9.6
C -1.848 -1.760 2.002 0.96 -1.67 -1.20 -0.421
C 1.575 -1.888 0.332 -0.04 1.41 2.75 -0.709
C 0.494 -2.317 1.295 -3.68 -0.13 0.05 0.691
O 0.497 -3.092 2.235 1.47 0.48 -0.56 -0.614
N -0.806 -1.764 0.947 2.21 -1.52 1.99 -0.658
H -0.732 -1.024 0.293 -0.42 0.98 -0.32 0.391
H -1.815 -2.591 2.713 0.55 -0.48 -0.84 0.231
H 1.099 -1.670 -0.585 0.02 0.15 -1.17 0.232
H -1.823 -0.977 2.677 0.15 2.34 0.84 0.183
H -2.762 -1.833 1.488 -1.43 0.19 -0.36 0.194
H 1.965 -0.919 0.791 -0.34 -1.06 -0.83 0.243
H 2.365 -2.595 0.335 0.63 -0.64 -0.36 0.234
C -0.823 1.221 -2.797 -0.77 2.15 -0.46 -0.719
C 0.652 3.466 -0.134 -1.08 2.17 -1.51 -0.422
C -0.071 1.654 -1.557 0.42 1.70 -1.44 0.695
O 0.328 0.897 -0.705 -0.57 -0.34 0.41 -0.614
N 0.164 3.046 -1.480 0.77 -0.96 0.50 -0.669
H -0.934 0.181 -2.675 0.44 -1.45 -0.91 0.237
H 0.690 3.539 -2.257 -1.32 -1.14 1.15 0.400
H 1.728 3.415 -0.088 0.32 -0.13 0.43 0.193
H 0.311 4.537 -0.220 0.78 -0.71 1.06 0.199
H -1.900 1.579 -2.838 1.35 0.09 0.38 0.242
H -0.319 1.703 -3.711 -0.66 -1.40 1.14 0.235
H 0.148 2.989 0.721 0.24 -0.04 -0.74 0.227

5.
86
Properties=species:S:1:pos:R:3:forces:R:3:mulliken_charge:R:1 method="wB97M-V/def2-TZVPD" e_above_lowest_kcal_mol=7.0 homo_energy_ev=-10.96 total_charge=+1 gap_ev=8.1
C 0.641 5.439 -4.465 -0.05 0.32 0.38 -1.484
C 1.382 4.849 -3.286 -0.22 0.14 0.25 0.642
O 2.415 5.729 -2.848 0.27 -0.13 -0.09 -0.593
C 2.015 3.503 -3.596 -0.07 0.42 -0.04 -1.048
N 2.430 2.827 -2.366 0.28 -0.11 -0.29 -0.174
C 1.557 2.153 -1.636 0.36 0.16 -0.02 0.539
N 0.277 2.007 -1.965 -0.44 -0.20 -0.19 -0.350
C -0.273 1.298 -0.984 0.31 0.23 -0.42 0.179
C -1.719 0.945 -1.002 -0.04 0.49 0.30 -0.688
Br -1.989 -0.936 -0.658 -0.07 -0.29 -0.04 -0.040
C -2.553 1.854 -0.085 -0.30 0.04 -0.39 0.428
C -3.993 1.392 0.072 0.11 0.60 0.15 -1.605
Br -2.570 3.623 -0.974 0.40 -0.05 0.26 -0.064
N 0.619 1.002 -0.048 -0.50 -0.70 0.48 0.685
C 0.515 0.299 1.224 0.74 0.32 0.57 -0.738
C 0.471 1.277 2.411 0.71 -0.40 -0.17 -0.299
C -0.229 0.666 3.604 0.26 0.30 -0.25 0.073
O -1.416 0.748 3.734 -0.79 0.24 0.18 -0.576
N 0.621 0.046 4.524 -0.11 -0.84 0.31 -0.276
C 1.019 -1.280 4.030 0.15 0.02 -0.02 -0.375
C 0.047 -2.278 3.920 0.61 -0.07 -0.18 -0.402
C 0.405 -3.541 3.448 0.06 0.46 0.21 -0.627
C 1.729 -3.810 3.096 -0.39 0.42 0.08 -0.730
C 2.688 -2.805 3.205 -0.27 0.03 0.09 -0.311
C 2.339 -1.539 3.684 -0.25 -0.28 -0.27 0.085
N 1.808 1.524 -0.465 0.13 0.41 -0.37 -0.291
H 0.116 6.325 -4.117 -0.06 0.13 -0.02 0.345
H -0.113 4.751 -4.836 0.06 -0.12 -0.25 0.394
H 1.330 5.772 -5.236 0.05 -0.22 -0.23 0.358
H 0.678 4.725 -2.461 -0.19 -0.21 0.00 0.252
H 2.216 6.056 -1.970 -0.06 0.12 0.02 0.356
H 2.897 3.690 -4.200 0.18 -0.12 -0.01 0.459
H 1.341 2.873 -4.165 -0.13 -0.18 0.06 0.385
H 3.387 2.942 -2.082 0.01 -0.06 0.21 0.257
H -2.043 1.127 -2.018 -0.08 -0.18 -0.19 0.624
H -2.070 2.040 0.866 0.03 -0.12 0.18 0.001
H -4.609 2.269 0.241 -0.16 0.06 0.10 0.453
H -4.104 0.761 0.947 0.04 -0.36 -0.11 0.426
H -4.354 0.924 -0.837 -0.07 -0.23 -0.01 0.432
H 1.424 -0.288 1.333 0.01 -0.27 -0.17 0.326
H -0.300 -0.409 1.217 -0.34 0.15 -0.28 0.007
H 0.014 2.224 2.146 -0.33 0.01 0.01 0.660
H 1.498 1.466 2.714 0.10 0.28 -0.01 0.351
H 0.075 -0.120 5.365 -0.03 0.14 0.08 0.443
H -0.969 -2.058 4.215 -0.14 -0.02 -0.02 0.448
H -0.364 -4.295 3.375 0.07 -0.18 -0.07 0.483
H 1.976 -4.796 2.735 0.18 -0.06 -0.04 0.492
H 3.712 -3.009 2.928 0.11 -0.01 -0.02 0.335
H 3.075 -0.753 3.767 0.10 0.06 0.12 0.572
H 2.659 1.464 0.067 -0.04 -0.12 0.18 0.189
C -6.658 4.400 -2.033 0.01 -0.01 0.02 -0.363
C -7.936 4.632 -2.521 -0.01 0.01 0.00 -0.417
C -8.387 3.944 -3.639 0.01 -0.01 0.00 -0.434
C -7.563 3.019 -4.265 0.00 0.00 0.00 -0.366
C -6.285 2.786 -3.776 0.01 0.00 0.02 -0.586
C -5.831 3.479 -2.661 -0.01 -0.06 0.00 0.319
H -6.305 4.940 -1.162 0.00 0.00 0.00 0.363
H -8.582 5.349 -2.030 0.00 0.01 0.00 0.371
H -9.382 4.128 -4.022 -0.01 0.00 0.00 0.363
H -7.916 2.481 -5.135 0.00 0.00 0.00 0.368
H -5.643 2.064 -4.265 0.00 0.01 -0.01 0.344
H -4.833 3.304 -2.277 -0.18 0.01 -0.13 0.028
C -2.732 -7.353 1.460 -0.01 -0.01 0.01 -0.422
C -2.141 -6.190 0.992 0.14 0.06 -0.05 -0.378
C -0.838 -6.217 0.502 -0.16 0.01 0.08 -0.336
C -0.137 -7.414 0.474 0.06 0.03 0.01 -0.413
C -0.732 -8.579 0.938 0.02 0.00 0.01 -0.380
C -2.027 -8.549 1.434 -0.01 0.01 0.00 -0.357
H -3.744 -7.330 1.844 -0.01 0.00 -0.01 0.368
H -2.694 -5.258 1.002 -0.01 0.00 0.02 0.382
H -0.379 -5.305 0.141 0.02 -0.01 -0.03 0.425
H 0.875 -7.440 0.090 0.00 -0.01 -0.01 0.376
H -0.184 -9.512 0.913 0.00 0.00 0.00 0.369
H -2.487 -9.457 1.800 0.00 0.00 -0.01 0.368
C 7.798 -1.927 2.187 0.01 -0.01 -0.01 -0.539
C 8.542 -1.672 1.044 -0.01 -0.01 0.00 -0.411
C 7.980 -0.965 -0.009 0.01 0.01 -0.01 -0.459
C 6.674 -0.505 0.084 -0.04 0.01 0.01 -0.348
C 5.931 -0.757 1.229 0.02 -0.01 -0.02 0.085
C 6.491 -1.471 2.279 -0.07 0.01 0.03 -0.342
H 8.236 -2.482 3.006 0.00 0.00 0.00 0.372
H 9.562 -2.027 0.973 0.00 -0.01 0.00 0.370
H 8.559 -0.772 -0.902 0.01 0.01 0.00 0.369
H 6.238 0.050 -0.737 0.01 -0.01 -0.02 0.336
H 4.910 -0.397 1.305 -0.02 -0.02 0.02 0.224
H 5.910 -1.672 3.171 0.02 0.02 0.02 0.344

6.
16
Properties=species:S:1:pos:R:3:forces:R:3:nbo_charge:R:1 method="wB97M-V/def2-TZVPD" e_above_lowest_kcal_mol=33.7 smiles=Cc1nn(C)c(C#N)c1I homo_energy_ev="-8.40 / -8.40" total_charge=0 gap_ev="8.2 / 8.2"
C -2.661 0.196 -0.551 -4.54 -0.25 -1.81 0.188
C -1.335 0.206 -0.256 6.48 3.47 0.46 0.037
C 0.071 1.463 -0.456 -4.27 -4.10 0.27 -0.259
C 1.116 0.627 -0.133 -0.67 0.13 -0.18 0.039
C 2.577 1.077 -0.076 0.87 -0.63 0.18 -0.645
C -1.077 -2.092 0.738 -0.37 3.43 -0.67 -0.382
N -3.768 0.147 -0.968 2.92 0.25 1.39 -0.264
N 0.737 -0.649 0.257 -0.06 1.10 0.15 -0.287
N -0.594 -0.773 0.233 0.65 -0.69 -0.32 -0.069
I -0.453 3.316 -1.139 0.48 -0.16 0.10 0.276
H 2.948 1.594 -0.993 -0.73 -0.36 0.48 0.233
H 2.645 1.831 0.746 0.26 -0.77 -0.50 0.233
H 3.323 0.206 0.071 -1.50 1.34 0.12 0.242
H -1.314 -2.709 -0.025 -0.82 -1.80 -2.79 0.212
H -0.291 -2.488 1.223 2.53 -1.28 1.99 0.230
H -1.926 -1.953 1.329 -1.24 0.33 1.15 0.214

7.
33
Properties=species:S:1:pos:R:3:forces:R:3:nbo_charge:R:1 method="wB97M-V/def2-TZVPD" e_above_lowest_kcal_mol=32.7 homo_energy_ev=-9.86 total_charge=0 gap_ev=8.3
Rb 25.387 -3.788 20.130 -0.27 0.36 0.50 0.994
As 21.170 -1.122 21.865 -2.47 1.13 2.14 2.798
F 21.609 -0.845 23.630 -0.06 -0.93 -2.09 -0.634
F 22.871 -1.272 21.419 -0.29 0.12 -0.02 -0.655
F 20.645 -1.292 20.182 0.64 0.24 0.98 -0.627
F 19.421 -1.024 22.410 2.05 -0.31 -0.85 -0.629
F 21.185 0.654 21.752 0.30 -1.43 -0.49 -0.618
F 21.117 -2.885 22.016 0.23 0.91 0.15 -0.633
C 29.324 -0.831 23.835 0.65 -0.74 0.33 -0.619
C 27.997 -0.185 23.527 1.45 0.77 -0.71 -0.062
C 28.246 0.961 22.442 -0.66 -1.93 1.60 -0.068
O 29.089 1.953 23.020 -1.83 -1.21 -0.19 -0.542
C 29.612 2.759 21.994 0.33 -0.07 1.07 -0.248
N 27.086 -1.235 23.047 -0.66 1.01 -0.62 -0.864
H 29.128 -1.706 24.455 0.17 -0.13 0.16 0.197
H 30.119 -0.268 24.322 -0.51 0.50 0.14 0.229
H 29.800 -1.197 22.925 -0.22 -0.12 -0.28 0.200
H 27.548 0.262 24.414 0.31 0.34 0.14 0.179
H 27.261 1.266 22.091 -0.15 0.96 0.22 0.171
H 28.666 0.489 21.554 0.64 -0.12 -0.02 0.156
H 28.879 2.836 21.191 0.37 0.33 -0.27 0.175
H 30.545 2.254 21.742 0.17 0.48 -0.89 0.174
H 29.805 3.706 22.500 0.16 0.25 -0.60 0.195
H 27.093 -2.068 23.618 0.47 -0.03 0.31 0.364
H 26.204 -0.801 23.280 -0.81 -0.44 -0.52 0.367
C 25.634 -6.593 24.534 -0.30 1.15 0.88 0.763
O 25.903 -5.600 23.896 0.45 1.17 -1.50 -0.704
N 25.078 -7.675 24.005 -0.49 -1.73 -1.11 -0.826
N 25.749 -6.571 25.864 0.51 -0.12 1.72 -0.832
H 24.996 -7.621 23.000 0.06 -0.48 0.26 0.399
H 25.176 -8.567 24.469 -0.19 0.11 -0.35 0.393
H 25.524 -7.344 26.473 -0.03 0.35 -0.18 0.392
H 26.021 -5.678 26.251 0.00 -0.39 0.08 0.414